{
  "formula": "C9H12N2",
  "method": "ωB97M-V/def2-TZVPD",
  "fmax_ev_per_a": 5.40,
  "homo_lumo_gap_ev": 7.532,
  "de_lowest_kcal_mol": 155.4,
  "charge": 0,
  "symbols": ["C", "C", "C", "C", "C", "C", "C", "C", "C", "N", "N", "H", "H", "H", "H", "H", "H", "H", "H", "H", "H", "H", "H"],
  "coordinates": [[-0.36122, 1.28817, -0.11847], [2.01263, 1.24011, 0.71448], [0.84827, 0.55574, 0.29967], [1.14820, -0.80228, 0.13359], [0.28478, -1.83149, -0.35335], [-1.36893, 0.85708, -1.10699], [-1.68520, 0.78739, 0.32296], [0.92726, -2.97386, -0.99678], [-2.66973, 1.62384, 1.04930], [2.97368, 0.34616, 0.79694], [2.57893, -0.81234, 0.32969], [-0.21895, 2.43019, -0.09424], [2.23552, 2.20761, 1.22168], [-1.70579, 1.39132, -1.94126], [-1.20334, -0.27889, -1.46953], [-1.71690, -0.27077, 0.66385], [0.56176, -3.85141, -0.67945], [2.03507, -2.91657, -1.05889], [0.63357, -2.91027, -2.01230], [-3.62570, 1.83729, 0.49739], [-2.02456, 2.45272, 1.28165], [-2.93915, 1.24075, 2.04712], [3.27980, -1.61051, 0.47292]],
  "atomic_forces_ev_per_a": [[1.22, 1.78, 0.99], [-0.01, -0.76, 0.97], [-0.67, 1.35, -0.76], [0.53, -0.58, -1.01], [0.26, 1.38, 0.72], [0.97, -5.14, -1.33], [-1.82, -1.94, 0.46], [2.70, 3.24, -0.44], [-0.63, 0.63, 0.53], [2.00, -0.35, 0.05], [0.33, -1.12, 0.79], [-0.29, -1.80, 0.19], [-0.69, -0.68, -1.10], [-0.74, 1.54, -0.41], [-0.06, 2.57, 0.66], [0.54, 0.75, -0.34], [-1.20, -3.35, 1.29], [-0.24, -0.50, 0.30], [-0.62, 0.12, -1.33], [1.12, 0.12, 0.46], [-0.82, 1.45, 0.10], [0.07, -0.27, -0.49], [-1.94, 1.59, -0.32]]
}

{
  "formula": "C9H12N2",
  "method": "ωB97M-V/def2-TZVPD",
  "smiles": "CC1=CCc2[nH]ccc2N1C",
  "fmax_ev_per_a": 6.48,
  "homo_lumo_gap_ev": 7.805,
  "de_lowest_kcal_mol": 104.6,
  "charge": 0,
  "symbols": ["C", "C", "C", "C", "C", "C", "C", "C", "C", "N", "N", "H", "H", "H", "H", "H", "H", "H", "H", "H", "H", "H", "H"],
  "coordinates": [[-1.98622, -1.33747, 0.12465], [-3.00703, -0.52077, 0.38869], [-0.82884, -0.47022, -0.15637], [-1.28662, 0.83199, -0.13968], [0.95904, 1.77549, -0.07291], [1.49482, 0.56384, 0.00431], [-0.51437, 2.10417, -0.36608], [2.84623, 0.04407, 0.36153], [1.01725, -2.08404, -0.21632], [-2.62171, 0.79886, 0.18980], [0.43098, -0.78096, -0.59429], [-1.94203, -2.36837, 0.10891], [-3.99576, -0.88486, 0.52475], [1.46390, 2.71391, 0.18128], [-0.47643, 2.44615, -1.34622], [-0.92630, 2.75519, 0.40841], [3.11276, -0.87689, -0.26126], [2.75292, -0.11049, 1.34660], [3.52542, 0.87586, 0.13685], [0.79934, -2.13413, 0.88700], [0.35827, -2.87395, -0.86648], [1.95459, -2.08324, -0.59099], [-3.13021, 1.61587, -0.05218]],
  "atomic_forces_ev_per_a": [[3.12, 2.04, -0.17], [-1.11, 1.01, -0.81], [-1.84, 0.28, -0.28], [0.21, -0.97, -0.47], [-0.34, 0.26, 0.88], [-2.61, -2.41, -2.37], [0.48, -2.90, 2.39], [-0.14, 0.88, -4.65], [-6.48, -0.01, 0.00], [0.58, -0.60, 0.39], [3.78, 2.66, 0.89], [-0.22, -1.87, 0.21], [-0.78, 0.50, 0.28], [0.63, -0.69, 0.01], [-0.77, 1.07, -1.81], [0.39, 0.82, -0.52], [-0.08, 1.62, 1.21], [0.53, -1.15, 3.76], [0.28, -0.43, 0.29], [0.97, -1.05, -0.86], [1.65, 1.52, 1.88], [2.90, -0.65, -0.54], [-1.12, 0.10, 0.31]]
}

{
  "formula": "C9H12N2O",
  "method": "ωB97M-V/def2-TZVPD",
  "smiles": "COC(=C(C#N)C#N)C(C)(C)C",
  "fmax_ev_per_a": 5.89,
  "homo_lumo_gap_ev": 8.856,
  "de_lowest_kcal_mol": 81.6,
  "charge": 0,
  "symbols": ["C", "C", "C", "C", "C", "C", "C", "C", "C", "N", "N", "O", "H", "H", "H", "H", "H", "H", "H", "H", "H", "H", "H", "H"],
  "coordinates": [[-3.51629, 0.36851, 0.09181], [-2.48727, -1.71295, 0.30899], [-2.31200, -0.32493, 0.24219], [-0.94746, 0.28232, 0.09988], [1.46698, 0.35394, -0.20665], [0.14362, -1.35330, -1.42783], [0.53537, -1.55151, 1.09435], [-1.82863, 2.60777, 0.20950], [0.24631, -0.62192, -0.10052], [-4.52890, 0.85481, -0.23001], [-2.82180, -2.79124, 0.16659], [-0.80824, 1.61864, 0.16557], [1.47421, 1.14235, 0.49457], [2.35113, -0.24815, -0.12809], [1.28310, 0.67709, -1.19700], [-0.53229, -0.83053, -2.16757], [-0.29750, -2.30437, -1.17294], [1.16726, -1.51324, -1.67553], [-0.33730, -1.54799, 1.70871], [0.67431, -2.50402, 0.62732], [1.34354, -1.15968, 1.60420], [-2.47823, 2.52240, -0.73738], [-1.33835, 3.57097, 0.25488], [-2.42833, 2.67289, 1.17650]],
  "atomic_forces_ev_per_a": [[-2.51, 1.36, -1.12], [0.17, 0.76, -0.62], [4.85, 2.14, -0.01], [-5.73, -0.72, 1.17], [-1.20, -1.66, -0.66], [-1.67, 0.11, 0.48], [-2.28, 0.25, -1.81], [-2.01, 0.43, -0.24], [1.14, 2.80, 1.08], [1.56, -0.71, 0.88], [-0.20, -1.95, 0.24], [1.24, -1.63, -0.20], [-0.01, 0.78, 0.75], [0.60, -0.13, -0.19], [0.88, 1.24, -1.05], [1.25, -0.54, 0.53], [-0.31, -0.47, -0.53], [0.58, -0.18, -1.10], [-0.40, -0.52, 0.77], [0.44, -0.85, 0.49], [1.70, 0.28, 1.21], [0.86, 0.27, 1.76], [0.57, 0.01, -0.57], [0.48, -1.06, -1.28]]
}

{
  "formula": "C9H12N3",
  "method": "ωB97M-V/def2-TZVPD",
  "smiles": "CC1=[N+]=CCC=C2NC=N[C@]21C",
  "fmax_ev_per_a": 4.18,
  "homo_lumo_gap_ev": 7.201,
  "de_lowest_kcal_mol": 81.5,
  "charge": 1,
  "symbols": ["C", "C", "C", "C", "C", "C", "C", "C", "C", "N", "N", "N", "H", "H", "H", "H", "H", "H", "H", "H", "H", "H", "H", "H"],
  "coordinates": [[-1.21012, -1.64374, 0.11787], [-1.99186, 0.55426, -0.87285], [2.18429, -1.03203, 0.97323], [-0.00033, -1.23622, 0.42228], [0.52695, 0.32238, 0.41871], [-2.34845, -0.82966, -0.54437], [0.24150, 1.18880, -0.94392], [-0.03549, 1.05980, 1.60485], [1.40468, 1.51599, -1.69411], [-0.98421, 1.17342, -1.27727], [1.94087, 0.21210, 0.68920], [1.13908, -1.86466, 0.85921], [-1.33481, -2.69930, 0.14018], [-2.72850, 1.24228, -0.62924], [3.14405, -1.37774, 1.26171], [-2.65053, -1.46072, -1.41971], [-3.28988, -0.68101, -0.02956], [0.92711, 1.58936, 2.00811], [-0.34378, 0.36260, 2.31882], [-0.80980, 1.86966, 1.53070], [2.37518, 1.44256, -1.22798], [1.34673, 2.39339, -2.19118], [1.24014, 0.78482, -2.60014], [1.25718, -2.88634, 1.08546]],
  "atomic_forces_ev_per_a": [[-1.16, -0.16, -0.65], [-1.45, -0.09, -0.02], [-0.33, 2.84, -0.75], [1.09, 3.99, -0.60], [-0.69, -0.18, -0.70], [1.35, -1.41, -0.53], [0.49, -3.27, 2.45], [1.61, 3.08, 0.81], [0.06, -2.68, -2.21], [2.54, 0.05, -0.18], [0.77, -1.43, -0.14], [-0.39, -3.69, 0.62], [-0.60, -0.78, 0.10], [-1.96, 1.18, 0.35], [0.66, -0.35, 0.26], [0.25, 0.79, 0.21], [0.04, -0.58, 0.77], [-2.02, -0.69, -0.33], [-0.53, -0.94, 1.33], [0.48, -0.95, -0.53], [-0.19, -0.46, 0.35], [-0.40, 3.18, -1.51], [0.95, 0.87, 1.42], [-0.55, 1.68, -0.54]]
}

{
  "formula": "C9H12N3",
  "method": "ωB97M-V/def2-TZVPD",
  "fmax_ev_per_a": 3.96,
  "homo_lumo_gap_ev": [7.189, 7.190],
  "de_lowest_kcal_mol": 122.5,
  "charge": 1,
  "symbols": ["C", "C", "C", "C", "C", "C", "C", "C", "C", "N", "N", "N", "H", "H", "H", "H", "H", "H", "H", "H", "H", "H", "H", "H"],
  "coordinates": [[1.42793, -1.96377, 1.86314], [0.43257, -2.64406, 1.33867], [1.71514, -0.61751, 1.45613], [-0.50216, -2.03351, 0.48315], [0.88205, 0.01322, 0.61868], [-0.19211, -0.69734, -0.02198], [0.97133, 1.34554, -0.02331], [-0.79690, 0.07049, -0.96113], [-1.38576, 2.39357, -0.67700], [-0.47659, -2.92499, -1.10785], [-0.18588, -2.37755, -2.07350], [-0.29401, 1.44580, -0.94325], [2.14254, -2.52660, 2.56610], [0.23842, -3.67660, 1.76627], [2.59998, -0.01608, 1.83224], [-1.57959, -2.27731, 0.45438], [1.09920, 2.35053, 0.48266], [1.79269, 1.38297, -0.88350], [-1.55969, -0.21912, -1.80229], [-1.88754, 2.20293, 0.27851], [-0.92479, 3.40928, -0.66637], [-2.09444, 2.48425, -1.60635], [-0.83116, -3.89273, -0.89574], [0.15256, 1.77114, -1.93007]],
  "atomic_forces_ev_per_a": [[3.37, -0.66, 1.47], [-1.43, -2.45, 1.91], [1.22, 1.75, 0.82], [-1.86, 0.39, -2.91], [-0.15, 0.03, -0.17], [-0.94, 0.77, 1.23], [1.59, 2.43, -2.69], [-1.28, -1.84, -2.01], [-0.65, 2.39, -1.26], [0.15, -0.22, 0.69], [-0.06, -0.64, -1.36], [1.82, -0.04, -2.80], [-1.14, 1.23, -1.12], [0.13, 1.27, -0.88], [-1.09, -1.17, -0.22], [0.62, 0.29, 1.03], [-0.33, -1.52, 0.08], [-1.20, -0.38, 2.10], [1.47, 0.82, 2.13], [0.08, -0.19, -0.48], [-0.29, -0.63, 0.35], [1.13, -0.81, 1.94], [0.44, 0.37, -0.52], [-1.59, -1.18, 2.65]]
}

{
  "formula": "C9H12N3O",
  "method": "ωB97M-V/def2-TZVPD",
  "smiles": "CC1=[N+]=C2CCC(O)=C2/C(=C/N)N1",
  "fmax_ev_per_a": 4.13,
  "homo_lumo_gap_ev": [6.834, 6.835],
  "de_lowest_kcal_mol": 43.6,
  "charge": 1,
  "symbols": ["C", "C", "C", "C", "C", "C", "C", "C", "C", "N", "N", "N", "O", "H", "H", "H", "H", "H", "H", "H", "H", "H", "H", "H", "H"],
  "coordinates": [[-0.76422, -0.03144, 0.13489], [-2.17624, 0.10068, -0.01000], [0.20493, 1.07764, 0.07351], [-0.39776, -1.37187, 0.02627], [1.74540, -0.73620, -0.04842], [-0.09780, 2.42238, 0.26663], [-2.75190, -1.28450, 0.01470], [-1.56545, -2.23719, 0.03158], [3.14924, -1.14246, -0.00620], [1.49245, 0.56331, -0.11040], [0.86777, -1.73303, 0.00654], [0.76274, 3.53937, 0.10010], [-2.90727, 1.17566, -0.16623], [-1.07539, 2.76445, 0.50221], [-3.28244, -1.38210, 0.90498], [-3.47904, -1.45880, -0.87156], [-1.36866, -3.00149, -0.77550], [-1.41968, -3.04302, 0.73005], [3.37336, -1.50609, -0.98744], [3.10267, -1.91271, 0.78695], [3.68917, -0.14564, 0.11387], [0.37505, 4.35200, 0.63351], [2.31769, 1.21029, -0.42136], [1.70889, 3.31066, 0.20736], [-3.87248, 0.98880, -0.28122]],
  "atomic_forces_ev_per_a": [[-2.63, 3.04, -0.93], [2.06, -2.12, 0.00], [-1.62, 2.08, 0.72], [0.35, 1.14, 0.90], [0.17, 0.09, -0.23], [1.83, -1.09, -0.82], [-0.81, -0.56, -2.51], [1.11, -1.62, -1.77], [-0.07, 1.94, 0.30], [2.17, 1.50, -1.03], [-0.34, -0.43, -0.01], [-2.86, -0.57, 0.70], [-0.32, 0.15, 0.11], [-0.85, -0.45, 0.00], [-1.36, -0.29, 1.56], [1.15, 0.25, 1.41], [-0.90, 1.25, -0.47], [-0.57, 0.29, 1.61], [0.50, -0.80, -0.39], [1.17, 0.46, -0.43], [0.24, -1.95, 0.51], [1.22, -1.01, -0.78], [-2.20, -1.69, 1.04], [1.50, 0.41, 0.39], [1.05, -0.02, 0.13]]
}